Entry 1:
30
Properties=species:S:1:pos:R:3:forces:R:3 method="wB97M-V/def2-TZVPD" energy_ev=-15680.507 relative_energy_kj_mol=346.5 multiplicity=1 molar_mass_g_mol=188.27
C -3.4498 0.7069 -0.8362 2.5120 -3.4632 -2.5288
C -1.9755 1.1737 -0.8835 -0.5204 2.0376 2.1445
C -1.1632 0.3026 -1.6637 2.2028 -2.3207 1.2683
C -0.9750 -0.9899 -1.2687 1.2394 -1.7639 -3.6121
N -0.0362 -1.5573 -2.2833 -0.9296 1.6807 2.1461
C 0.4442 -0.4043 -2.9809 -3.0472 -0.7334 2.0182
N -0.2529 0.6730 -2.5800 1.4348 -0.7660 -2.0322
H -3.5002 -0.1818 -0.2161 0.1372 -0.1062 0.5167
H -3.8479 0.2425 -1.8080 0.6053 1.4425 0.9677
H -4.0331 1.3913 -0.4177 -2.8152 2.9426 1.4122
H -1.7099 2.2012 -1.1478 -1.0232 0.1469 -0.7053
H -1.5362 1.2375 0.1663 -0.7451 -0.6152 -0.8543
H -1.5486 -1.5980 -0.5808 0.3768 -0.1072 -0.1425
H 0.2250 -2.5701 -2.2204 0.0896 1.8346 -0.5524
H 1.0282 -0.4192 -3.8758 0.5314 -0.2149 0.0059
C 0.6377 -1.9777 2.8776 -1.3598 -0.9651 -0.5884
C 0.9489 -0.7616 2.1284 -1.2702 0.6087 0.8858
C 0.6930 0.4246 2.8230 1.0579 2.7157 -1.3704
C 1.0246 1.6839 2.2732 -0.2534 -7.5052 -5.8351
C 1.4253 1.6400 0.9298 2.7332 0.5576 -2.1118
C 1.9272 0.4116 0.3630 0.1161 0.0284 -0.8351
C 1.6589 -0.8245 0.9399 0.3631 1.3447 0.1875
H -0.2748 -1.9355 3.4972 0.5668 0.1361 -0.2000
H 1.5185 -1.9687 3.4443 1.0447 -1.3684 1.5922
H 0.5536 -2.8273 2.1927 0.2427 -0.1232 0.4021
H 0.3534 0.6547 3.8028 -0.5785 -1.5667 1.1153
H 1.1667 2.5139 2.7050 -0.0432 6.1723 3.7969
H 1.6950 2.5870 0.2859 -0.6265 -1.7410 1.6764
H 2.6270 0.2928 -0.5231 -1.2927 1.1344 0.7924
H 2.1295 -1.7413 0.5275 -0.7488 0.5773 0.4403

=====

Entry 2:
30
Properties=species:S:1:pos:R:3:forces:R:3 method="wB97M-V/def2-TZVPD" energy_ev=-15673.543 relative_energy_kj_mol=1018.4 multiplicity=1 molar_mass_g_mol=188.27
C -1.4972 -0.4483 2.5908 -5.6049 0.3575 -3.3473
C -2.1656 1.3656 0.8062 -4.5385 0.7926 0.7592
C -2.3772 0.7416 -0.6122 -3.1100 -2.1133 -1.5377
C -0.9943 0.4822 -1.0416 2.2997 2.7289 1.8380
C -0.5967 -0.2620 -2.3203 4.7132 1.6316 -1.2702
C 1.0697 -0.6956 -2.1765 -1.8842 -3.4276 -0.9730
C 1.5764 -0.2220 -0.8020 6.4152 -1.4297 -2.9961
C 3.0224 -0.5072 -0.6439 1.1397 -2.0075 -1.7726
C 3.7255 -0.4273 0.5332 1.0825 2.6573 0.6535
C 1.8105 0.4689 1.5987 -0.3162 -2.3615 -1.2463
C 0.9703 0.1860 0.3021 4.6889 0.9351 3.9598
C -0.3835 -0.0273 0.3077 -3.4709 0.2740 0.1095
H -2.4017 -0.1654 3.4495 2.6594 -0.3033 -2.9065
H -0.6677 -0.7379 3.1174 2.1613 -0.7697 0.9589
H -2.0075 -1.5123 1.8541 1.6646 3.3516 2.5046
H -3.1109 1.4159 1.4860 1.0550 -1.5031 -1.0067
H -2.2955 2.4395 0.7364 2.0483 0.8174 -0.3507
H -2.7582 1.2184 -1.6071 -0.4528 0.3229 2.5114
H -3.0611 -0.2493 -0.5108 1.7009 1.8873 -0.2622
H -0.5329 1.5310 -0.8854 -0.5327 -0.9863 -1.6881
H -1.0527 -1.2010 -2.2699 -1.2109 -1.2624 -0.8653
H -0.4530 0.2874 -3.4174 -1.6600 -1.2063 3.1551
H 1.1116 -2.0979 -1.9762 -0.2294 4.2353 -0.8952
H 1.7176 -0.5839 -3.4708 -1.6527 0.0673 4.7422
H 3.6094 -1.1398 -1.4988 -1.5948 2.0951 1.7172
H 4.9488 -0.3400 0.5819 -3.3871 -1.1012 -0.1125
H 1.2208 0.7453 2.5745 1.4144 -0.2732 -2.1920
H -0.4818 -1.1037 0.1097 -0.8579 -0.4354 1.6877
N -1.0453 0.7479 1.5053 -0.8910 -3.8860 -0.4653
N 3.0998 0.0911 1.6794 -1.6491 0.9125 -0.7094

=====

Entry 3:
30
Properties=species:S:1:pos:R:3:forces:R:3 method="wB97M-V/def2-TZVPD" energy_ev=-15681.087 relative_energy_kj_mol=290.5 multiplicity=1 molar_mass_g_mol=188.27
C -3.9461 1.1949 -1.5190 -0.1445 -1.7623 -1.1944
C -3.3308 1.0825 -0.1055 -1.1100 0.0725 0.1437
C -2.8770 -0.3061 0.2842 -1.6746 0.2775 -0.4196
C -3.7776 -1.3827 0.1954 2.9461 -0.5864 2.3178
N -2.9244 -2.4976 0.7497 1.9913 5.1786 -0.9203
C -1.5965 -1.8857 0.8358 -2.3082 -1.9146 0.0898
N -1.5910 -0.6020 0.7062 -1.0347 -0.1851 -1.1830
H -4.7114 0.4651 -2.0162 0.8570 0.8093 2.1063
H -3.1984 1.0653 -2.2749 0.9917 0.3253 -0.3735
H -4.3521 2.1591 -1.6355 -0.5494 1.2815 -0.2222
H -2.6776 1.9456 0.1226 0.5586 -0.9028 -0.6502
H -4.1299 1.3682 0.5579 -0.7033 -0.2290 0.5663
H -4.8924 -1.3121 0.2470 1.3742 -0.5193 -0.3084
H -2.9442 -3.4526 0.5804 -0.6118 -1.8208 -0.4966
H -0.6791 -2.4819 0.8503 -0.5547 0.0124 0.5446
C 3.1655 0.2674 -2.0058 0.5946 2.3134 0.3033
C 3.2412 0.4916 -0.5033 -1.0339 -1.8718 -0.5397
C 4.2903 -0.1772 0.1853 -3.7657 1.0694 0.6966
C 4.1655 -0.4245 1.5607 1.0952 2.0675 -2.0815
C 3.1275 0.2333 2.2095 0.3565 -1.1490 1.9061
C 2.0691 0.7764 1.5023 -0.2845 1.1601 -0.3988
C 2.0574 0.9424 0.1050 4.2608 -1.6450 2.7503
H 4.0202 -0.3385 -2.2270 0.2809 -0.2617 -0.9621
H 3.1737 1.2518 -2.5294 0.4696 -0.6088 0.0429
H 2.2396 -0.1609 -2.3389 -0.3484 -0.6767 0.1835
H 5.0288 -0.4898 -0.4647 1.8817 -1.0166 -0.6235
H 5.0913 -0.7740 1.9542 0.0757 -0.6054 1.2207
H 3.1740 0.2853 3.3528 -0.4858 -0.1830 -1.8055
H 1.3051 1.2084 2.1002 -0.7871 0.3142 0.2949
H 1.4792 1.5482 -0.4794 -2.3372 1.0564 -0.9873

=====

Entry 4:
31
Properties=species:S:1:pos:R:3:forces:R:3 method="wB97M-V/def2-TZVPD" energy_ev=-17730.955 relative_energy_kj_mol=112.9 multiplicity=1 molar_mass_g_mol=204.27
C 2.3575 -1.0431 -1.2430 1.0647 -0.5675 -0.6676
C 1.8330 -0.6100 0.0911 0.4925 1.2057 -1.9540
C 1.5530 -1.2237 1.2498 -1.5227 -0.3837 1.2856
N 0.8164 -0.3722 2.0984 1.6889 0.9413 -2.1975
C 0.8481 0.8782 1.4491 -1.8053 0.4033 2.6170
C 0.2249 2.0083 2.0367 0.4752 -1.1359 -1.8500
C 0.1602 3.1190 1.2106 0.5763 -1.3674 1.6452
C 0.6780 3.0294 -0.0889 0.5521 2.3001 0.0078
C 1.3000 1.9330 -0.6401 -0.3841 -0.7079 -0.0174
C 1.4253 0.8132 0.1760 -0.6439 -1.9890 1.9971
H 3.4520 -1.0449 -1.3373 -0.0124 0.5579 0.3725
H 1.9889 -0.3321 -1.9815 0.0497 -0.0430 -0.0946
H 2.1781 -2.0326 -1.6730 -0.8199 -0.1325 0.6814
H 1.5703 -2.2487 1.5724 0.5009 -0.3004 -0.3908
H 0.4023 -0.5736 2.9901 0.2918 0.0365 0.0100
H -0.2407 1.8918 3.0044 0.0807 0.3993 0.1484
H -0.1524 3.9844 1.7704 -0.2999 0.7602 -0.9393
H 0.7900 4.0155 -0.5464 -0.4267 -0.4758 -0.6201
H 1.5439 1.8379 -1.6911 0.3546 0.5342 0.0615
C -2.2302 -0.0404 -2.5251 1.1220 -1.2826 -0.2264
C -1.6842 -0.3953 -1.1434 0.0809 -1.1414 0.1915
C -1.9991 -1.8919 -0.7366 -0.4149 1.9067 0.8778
N -1.3936 -2.2232 0.4435 0.5759 0.1748 0.2483
O -2.7979 -2.5809 -1.3152 -0.0153 -0.6127 -0.3982
H -1.4215 -0.2969 -3.2254 -0.0352 0.8102 -0.1254
H -2.5817 0.9849 -2.6369 -0.0064 -0.2778 -0.0590
H -2.9255 -0.8243 -2.8247 -0.7810 0.4812 0.2860
H -0.5989 -0.3747 -1.0899 0.2482 0.3414 -0.2817
H -1.9906 0.3004 -0.3613 -0.3364 -0.2468 0.1312
H -1.4421 -3.1249 0.8869 -0.3681 -0.1648 -0.4478
H -0.6818 -1.6141 0.8280 -0.2824 -0.0233 -0.2918

=====

Entry 5:
31
Properties=species:S:1:pos:R:3:forces:R:3 method="wB97M-V/def2-TZVPD" energy_ev=-17729.718 relative_energy_kj_mol=232.3 multiplicity=1 molar_mass_g_mol=204.27
C 2.2167 -1.0708 -1.3215 0.9516 -1.3376 0.4302
C 1.9194 -0.6850 0.0914 -0.6394 1.4903 -3.1402
C 1.8148 -1.3760 1.2167 -0.4295 -1.7117 2.0816
N 1.4060 -0.4939 2.2809 -0.6568 0.2626 -1.2060
C 1.0592 0.7202 1.6399 -0.7378 -1.5964 -0.7238
C 0.2527 1.6832 2.2147 1.6461 1.4792 2.8534
C 0.1131 2.8937 1.5448 0.8867 -1.3077 -3.2068
C 0.5578 3.0058 0.1714 0.8402 -4.5309 1.0235
C 1.1418 1.8438 -0.4856 -0.3294 0.2209 3.2482
C 1.3754 0.6474 0.2471 -0.3469 1.7038 3.2265
H 3.2516 -0.8399 -1.6006 -0.2344 0.3441 -0.0837
H 1.5116 -0.6306 -2.0267 0.1212 0.0151 0.0735
H 2.1752 -2.1551 -1.3883 -0.2008 -0.2174 -0.3419
H 1.9409 -2.5140 1.3486 0.0514 2.2200 0.0542
H 0.6804 -0.7148 2.9623 0.6745 -0.6970 -0.1193
H 0.2026 1.6667 3.3856 -0.5391 -0.0360 -2.3017
H -0.3045 3.7520 1.9520 -0.8158 1.2297 1.0259
H 0.5280 3.8659 -0.4037 -0.3182 1.7501 -0.6510
H 1.6607 1.8373 -1.3820 0.2353 0.7450 -2.1767
C -2.5980 0.3727 -1.7632 -0.7677 -3.8538 -2.9685
C -1.5669 -0.3171 -0.8479 -1.5592 -0.7583 0.0411
C -1.9849 -1.8815 -0.7586 0.7365 0.8013 3.2110
N -1.3971 -2.5897 0.3228 -0.5597 2.1681 -2.1314
O -2.8781 -2.4076 -1.3688 0.2140 0.2869 -0.6607
H -2.3319 0.1014 -2.8674 0.2006 1.4833 1.5956
H -2.8379 1.3889 -1.5607 0.0519 0.6877 -0.0632
H -3.5501 -0.2993 -1.8884 1.2668 1.4551 1.3188
H -0.5590 -0.2652 -1.1946 0.5886 -0.0647 -0.7652
H -1.4719 0.2652 0.0982 -0.5022 -1.1233 -0.0713
H -1.7097 -3.4747 0.5324 -1.0418 -2.1951 0.0271
H -0.6176 -2.3289 0.8492 1.2134 1.0868 0.4007

=====

Entry 6:
34
Properties=species:S:1:pos:R:3:forces:R:3 method="wB97M-V/def2-TZVPD" energy_ev=-23872.747 relative_energy_kj_mol=239.4 multiplicity=1 molar_mass_g_mol=252.27
C -0.9464 3.0985 -1.1462 -1.0364 0.6086 4.2333
C -1.4579 1.7381 -0.7682 -0.5585 -0.8965 0.0600
N -2.8475 1.5452 -1.1205 -0.6919 1.5340 -0.1751
C -1.4282 1.4322 0.8291 1.3827 -1.3925 -1.6999
O -1.5855 2.2755 1.6682 -0.3375 0.0417 0.0256
N -1.2154 0.0573 1.1639 -2.1419 0.2538 1.9058
C -1.0623 -1.0095 0.2141 0.4045 -0.8846 -0.1690
C 0.1377 -1.9515 0.6125 -2.4204 -1.8440 -1.8752
C 1.4483 -1.3486 0.4601 1.2788 2.5089 -2.3176
C 2.1673 -1.5269 -0.7426 0.0280 -0.1273 -0.1692
C 3.2635 -0.7528 -1.1164 0.1043 -1.5049 -0.1728
C 3.6762 0.2023 -0.2043 1.8595 1.4534 -0.4673
O 4.8579 0.8756 -0.5449 -0.8203 -0.7123 -0.3119
C 2.9729 0.5343 0.9422 -1.7108 -1.4054 -0.4024
C 1.7931 -0.1987 1.1928 0.5591 -1.2079 1.2784
C -2.3138 -1.8416 -0.1016 0.1440 -1.9291 -1.8648
O -2.3582 -2.9838 -0.5205 0.7184 0.5627 1.1619
O -3.3626 -1.0685 -0.2899 -0.4055 2.1402 1.3512
H -0.8534 3.3087 -2.1587 -0.0178 0.0400 -1.8310
H 0.0271 3.1440 -0.6258 -0.2937 0.7353 -0.3568
H -1.7203 3.8049 -0.6444 1.6741 -0.5837 -0.8679
H -0.9820 1.0047 -1.4433 0.5099 0.2520 0.9084
H -3.4750 2.2032 -0.5944 0.6680 -1.4242 -0.6076
H -3.0429 0.5570 -1.0725 -0.8257 0.6000 0.3468
H -1.6809 -0.2837 2.1017 1.4134 1.3390 -2.3352
H -0.9693 -0.5873 -0.8055 0.7255 -0.2210 0.6600
H -0.0253 -2.1711 1.6415 -0.3324 -0.6251 0.9177
H -0.0468 -2.9128 -0.0478 0.7452 1.7332 1.5398
H 1.8626 -2.2887 -1.4535 -0.1259 -0.1596 0.2080
H 3.8658 -1.0787 -2.0254 -0.8142 0.9727 1.3630
H 5.2548 1.2908 0.2149 -0.0223 0.2392 0.4896
H 3.2482 1.3012 1.6296 0.3932 0.5055 0.1318
H 1.1878 -0.0721 2.1078 0.5687 0.5531 -0.5347
H -4.1265 -1.4834 -0.6589 -0.6219 -1.1552 -0.4225

=====

Entry 7:
31
Properties=species:S:1:pos:R:3:forces:R:3 method="wB97M-V/def2-TZVPD" energy_ev=-17162.070 relative_energy_kj_mol=576.7 multiplicity=1 molar_mass_g_mol=202.28 total_charge=+1
C 0.4188 0.4149 0.2252 -0.2043 -0.7015 -0.8690
C -0.0543 -0.6379 0.5647 0.0228 1.1522 0.9380
C 1.5029 2.6426 -0.0585 -0.5476 -1.7056 0.4882
C 0.4239 1.6069 -1.9034 0.3392 0.0339 1.6033
C 1.2548 3.6293 -2.2623 1.3638 1.3571 1.9009
C 0.8290 1.4969 -0.5583 0.4418 2.6523 -1.4892
C 1.7685 3.6723 -0.9199 -1.2423 -1.3812 -0.6601
C 0.7668 -2.8993 1.9265 -6.1243 -0.0329 -1.9879
C 2.4528 4.8737 -0.5520 -1.3079 1.7453 1.4034
C -2.8966 -2.5201 1.0430 -2.3235 0.3544 -0.1999
C -1.4572 -2.5646 -0.8399 3.5525 1.3117 -0.2575
C -0.6073 -1.6679 1.3339 2.0599 -2.5043 2.9839
N 0.5860 2.6349 -2.7145 -0.4574 -0.9310 -0.7873
N 0.2027 -4.0094 1.8645 0.6624 -0.1452 0.0838
N -1.5152 -2.5501 0.6456 1.1990 -3.7719 -1.2156
H 1.7062 2.5902 1.0234 0.3676 0.6816 -0.6666
H -0.1568 0.8670 -2.3059 -1.3018 -2.1309 -0.8926
H 1.3899 4.5087 -2.9010 0.0167 -0.2792 0.1390
H 1.5106 -2.5152 2.5024 2.4825 1.0179 1.3193
H 1.8068 5.6254 -0.9854 0.5858 0.9500 -0.1059
H 2.5682 5.1182 0.5043 -0.1473 -0.4330 0.0352
H 3.3863 4.8288 -0.9802 2.2933 0.5551 -1.1022
H -3.3758 -3.5017 1.0933 0.4468 -0.1143 -0.3950
H -3.0103 -2.1362 2.0403 -0.0080 0.5393 0.2602
H -3.4478 -1.9198 0.2738 0.2202 -0.2721 1.1335
H -2.1707 -1.9083 -1.1888 -0.7476 2.8021 -0.7373
H -0.3685 -2.3682 -1.2486 -2.4541 -0.5238 0.8675
H -1.9453 -3.3743 -1.2601 -0.0536 -2.8191 -0.1926
H -1.0068 -1.5003 2.4149 0.6294 0.3522 -2.1394
H 0.5584 -4.8178 2.3786 0.3397 0.1446 -0.3134
H -1.1200 -3.6188 0.8443 -0.1038 2.0962 0.8554